# 1
Below is C7H15N2OS as an isolated structure, with properties calculated with the ωB97M-V functional and the def2-TZVPD basis.

Its total charge is +1.

Each line ends with the natural charge from an NBO analysis.
Geometry (Å):
1 C -1.99 -1.81 0.38  0.612
2 C -2.25 -1.28 -1.05  -0.692
3 C 0.18 -0.26 -0.42  0.082
4 C 2.71 -0.16 -0.82  -0.598
5 C 1.31 1.76 0.07  -0.568
6 C -0.29 -1.74 2.25  -0.448
7 C 1.47 0.24 0.00  -0.389
8 N -1.06 -1.16 1.08  -0.399
9 N -2.40 1.66 -1.30  -1.045
10 O -2.79 -2.58 0.80  -0.544
11 S -0.96 -0.19 -1.55  0.854
12 H -2.16 -2.29 -1.60  0.312
13 H -3.33 -0.85 -1.24  0.300
14 H 2.56 -1.22 -1.05  0.222
15 H 3.75 -0.03 -0.48  0.263
16 H 2.60 0.33 -1.82  0.217
17 H 0.78 2.08 -0.85  0.203
18 H 2.26 2.20 0.24  0.244
19 H 0.61 1.98 0.93  0.223
20 H -0.59 -2.78 2.43  0.248
21 H 0.80 -1.86 1.99  0.210
22 H -0.36 -1.15 3.22  0.237
23 H 1.58 -0.18 0.98  0.264
24 H -2.08 2.56 -1.37  0.393
25 H -2.74 1.50 -0.28  0.397
26 H -3.26 1.52 -1.87  0.399


# 2
Below is a single C26H31N3O4S molecule, with properties calculated with the ωB97M-V functional and the def2-TZVPD basis.

As for the SMILES: O=C1CCc2cc(S(=O)(=O)N[C@@H](Cc3ccccc3)C(=O)NCCC3=CCCCC3)ccc2N1. Its total charge is 0.

Each line ends with the natural charge from an NBO analysis.
Geometry (Å):
1 O -7.14 -1.08 -0.58  -0.581
2 C -5.96 -1.25 -0.38  0.690
3 C -5.39 -2.20 0.65  -0.500
4 C -4.14 -1.63 1.30  -0.437
5 C -3.15 -1.21 0.25  0.036
6 C -1.78 -1.27 0.44  -0.168
7 C -0.93 -0.86 -0.57  -0.370
8 S 0.82 -0.95 -0.27  2.333
9 O 1.11 -2.04 0.63  -0.940
10 O 1.51 -0.92 -1.53  -0.964
11 N 1.09 0.44 0.59  -0.879
12 C 1.10 1.70 -0.12  -0.134
13 C 0.35 2.78 0.68  -0.435
14 C -1.11 2.48 0.79  0.080
15 C -1.65 1.95 1.96  -0.242
16 C -3.00 1.71 2.07  -0.204
17 C -3.85 1.98 1.00  -0.237
18 C -3.32 2.49 -0.17  -0.208
19 C -1.96 2.74 -0.27  -0.238
20 C 2.53 2.17 -0.44  0.665
21 O 2.98 3.23 -0.04  -0.630
22 N 3.21 1.31 -1.21  -0.629
23 C 4.62 1.48 -1.49  -0.219
24 C 5.49 1.01 -0.31  -0.430
25 C 5.09 -0.35 0.18  0.025
26 C 4.49 -0.53 1.35  -0.213
27 C 4.10 -1.85 1.92  -0.452
28 C 4.79 -3.00 1.17  -0.389
29 C 4.65 -2.77 -0.33  -0.399
30 C 5.42 -1.51 -0.72  -0.437
31 C -1.41 -0.39 -1.77  -0.161
32 C -2.77 -0.30 -1.96  -0.248
33 C -3.64 -0.71 -0.96  0.178
34 N -5.01 -0.61 -1.14  -0.615
35 H -5.15 -3.13 0.14  0.233
36 H -6.16 -2.41 1.39  0.244
37 H -4.40 -0.75 1.90  0.223
38 H -3.69 -2.36 1.98  0.229
39 H -1.36 -1.65 1.36  0.240
40 H 1.80 0.35 1.30  0.424
41 H 0.57 1.52 -1.07  0.221
42 H 0.81 2.84 1.67  0.220
43 H 0.51 3.73 0.18  0.240
44 H -0.99 1.74 2.79  0.212
45 H -3.40 1.32 2.99  0.211
46 H -4.91 1.81 1.09  0.216
47 H -3.97 2.71 -1.00  0.211
48 H -1.56 3.16 -1.19  0.208
49 H 2.78 0.42 -1.44  0.433
50 H 4.80 2.54 -1.67  0.223
51 H 4.85 0.92 -2.40  0.197
52 H 5.38 1.74 0.50  0.220
53 H 6.53 1.01 -0.64  0.210
54 H 4.27 0.34 1.97  0.193
55 H 3.02 -1.98 1.83  0.232
56 H 4.35 -1.88 2.98  0.208
57 H 5.85 -3.03 1.44  0.192
58 H 4.33 -3.95 1.46  0.209
59 H 3.59 -2.64 -0.57  0.212
60 H 5.03 -3.63 -0.88  0.204
61 H 6.50 -1.71 -0.66  0.208
62 H 5.20 -1.25 -1.76  0.206
63 H -0.71 -0.10 -2.54  0.241
64 H -3.17 0.08 -2.89  0.219
65 H -5.35 -0.07 -1.91  0.414


# 3
Below is C20H64O12 as an isolated structure, with properties calculated with the ωB97M-V functional and the def2-TZVPD basis.

Its total charge is 0.

Each line ends with the Mulliken charge.
Geometry (Å):
1 C -0.37 -0.50 0.57  1.055
2 C -0.17 0.95 0.17  -0.178
3 C 1.25 1.26 -0.33  -0.476
4 O -1.14 1.26 -0.83  -1.007
5 H 0.06 -1.23 -0.10  0.045
6 H -1.43 -0.73 0.72  -0.464
7 H 0.10 -0.62 1.54  0.664
8 H -0.38 1.57 1.04  -1.298
9 H 1.40 2.25 -0.75  -1.651
10 H 1.66 0.49 -0.98  -0.801
11 H 1.97 1.25 0.50  0.266
12 H -1.06 0.53 -1.43  1.146
13 C 2.44 -1.48 0.82  -0.263
14 C 1.98 -2.69 1.69  1.777
15 C 2.46 -3.96 1.09  -2.003
16 O 2.47 -2.55 2.98  -0.702
17 H 3.49 -1.28 1.03  0.665
18 H 1.80 -0.64 1.10  -0.636
19 H 2.27 -1.70 -0.23  -0.126
20 H 0.89 -2.70 1.73  0.035
21 H 2.06 -4.11 0.08  0.288
22 H 2.14 -4.86 1.62  0.345
23 H 3.55 -3.96 1.01  0.387
24 H 2.02 -3.14 3.59  0.497
25 C -1.06 2.08 2.88  -1.321
26 C 0.40 1.68 3.09  0.987
27 C 1.41 2.83 3.06  -0.848
28 O 0.49 0.90 4.24  -0.539
29 H -1.32 2.80 3.65  0.479
30 H -1.77 1.25 2.85  0.366
31 H -1.17 2.53 1.89  0.692
32 H 0.74 0.94 2.37  -0.166
33 H 2.41 2.41 3.20  0.381
34 H 1.23 3.65 3.76  0.466
35 H 1.29 3.28 2.08  0.574
36 H 0.45 1.52 4.97  0.426
37 C 1.59 -0.53 -3.04  -1.818
38 C 0.10 -0.42 -2.93  0.765
39 C -0.77 -1.54 -3.65  -1.446
40 O -0.25 -0.35 -1.54  -0.168
41 H 2.19 0.10 -2.39  1.010
42 H 1.89 -0.34 -4.07  0.468
43 H 1.94 -1.54 -2.84  0.266
44 H -0.17 0.51 -3.43  0.399
45 H -1.85 -1.40 -3.66  0.243
46 H -0.66 -2.54 -3.23  0.093
47 H -0.47 -1.68 -4.69  0.551
48 H -0.01 -1.21 -1.19  -0.543
49 C -2.78 -1.96 -1.11  -1.322
50 O -4.02 -1.24 -0.97  -0.624
51 H -2.80 -2.45 -2.09  0.602
52 H -1.88 -1.35 -1.11  0.732
53 H -2.62 -2.77 -0.40  0.661
54 H -4.05 -1.05 -0.03  0.383
55 C 0.83 4.24 -0.02  -0.016
56 O 1.97 5.02 -0.40  -0.600
57 H 0.11 4.98 0.35  0.445
58 H 0.32 3.79 -0.86  0.012
59 H 1.00 3.59 0.84  -0.696
60 H 2.69 4.44 -0.68  0.357
61 C -0.43 -3.11 -0.43  -1.277
62 O 0.36 -2.48 -1.45  -0.766
63 H 0.08 -4.02 -0.11  0.472
64 H -0.38 -2.52 0.49  -0.399
65 H -1.46 -3.33 -0.70  0.401
66 H 0.48 -3.18 -2.10  0.714
67 C 0.61 -1.28 3.58  -0.974
68 O -0.64 -0.72 3.27  -0.450
69 H 0.63 -1.19 4.66  0.397
70 H 0.75 -2.34 3.37  0.475
71 H 1.45 -0.70 3.20  0.235
72 H -0.64 0.21 3.49  0.683
73 C -2.50 1.08 -2.46  0.066
74 O -3.38 0.84 -3.55  -0.760
75 H -1.78 1.86 -2.70  -0.044
76 H -3.03 1.38 -1.55  0.115
77 H -1.91 0.19 -2.29  0.498
78 H -3.89 0.05 -3.40  0.446
79 C -1.53 -2.82 2.00  -0.983
80 O -0.68 -3.95 1.95  -0.378
81 H -0.90 -2.02 1.60  0.441
82 H -2.43 -2.87 1.39  0.693
83 H -1.84 -2.51 3.00  0.388
84 H -1.11 -4.69 2.40  0.324
85 C -1.63 3.46 -1.24  -1.931
86 O -1.27 2.99 0.05  -0.527
87 H -2.62 3.15 -1.58  0.496
88 H -1.55 4.55 -1.23  0.430
89 H -0.88 3.18 -1.98  0.521
90 H -1.21 2.03 -0.05  1.971
91 C 1.56 2.58 -2.86  0.023
92 O 1.60 2.69 -4.27  -0.650
93 H 2.34 3.11 -2.32  0.342
94 H 0.55 2.77 -2.50  -0.274
95 H 1.70 1.53 -2.59  0.070
96 H 0.72 2.53 -4.60  0.395


Number 1: F_max 5.335 eV Å⁻¹, E -858.23935 Ha. Number 2: F_max 0.764 eV Å⁻¹, E -1872.84263 Ha. Number 3: F_max 9.189 eV Å⁻¹, E -1702.37898 Ha.